No. 1
Computed, not measured: a cluster of 2 separate species, C5H13NO in total at a distorted geometry, with wB97M-V/def2-TZVPD.

Energy above the lowest of the compared OMol25 structures with the same formula, charge and spin   56.49 kcal/mol
E_LUMO   0.870 eV
Strongest force on any atom   10.0 eV/A
Electronic energy   -328.22882 Ha
HOMO-LUMO gap   10.7 eV

Geometry as ORCA input:
```
! RIJCOSX wB97M-V def2-TZVPD def2/J DEFGRID3
* xyz 0 1
C 1.692 -0.003 -2.478
C 1.091 0.096 -1.033
C -0.423 0.538 -0.986
N -0.825 1.582 -0.058
O -1.219 0.026 -1.712
H 1.287 -0.858 -3.025
H 2.697 0.207 -2.401
H 1.101 0.618 -3.141
H 1.118 -0.847 -0.660
H 1.659 0.740 -0.441
H -1.921 1.652 -0.347
H -0.395 2.331 0.278
C -0.359 -0.893 2.053
C -0.069 -1.227 3.553
H 0.400 -1.368 1.485
H -1.296 -1.278 1.608
H -0.547 0.152 2.133
H -1.128 -1.281 4.076
H 0.346 -0.428 4.131
H 0.610 -1.986 3.741
*
```


No. 2
Computed, not measured: a cluster of 2 separate species, C5H13NO in total at a distorted geometry, with wB97M-V/def2-TZVPD.

Energy above the lowest of the compared OMol25 structures with the same formula, charge and spin   56.39 kcal/mol
E_LUMO   0.541 eV
Strongest force on any atom   3.3 eV/A
Electronic energy   -328.22898 Ha
HOMO-LUMO gap   9.7 eV

Geometry as ORCA input:
```
! RIJCOSX wB97M-V def2-TZVPD def2/J DEFGRID3
* xyz 0 1
C -0.229 -2.019 -1.723
C -0.787 -0.883 -1.343
C -1.785 -0.561 -0.263
C -1.150 0.196 0.940
C -1.175 1.800 0.801
N 0.137 2.397 0.919
H 0.686 -2.025 -2.297
H -0.749 -2.973 -1.654
H -0.470 0.062 -1.813
H -2.233 -1.469 0.153
H -2.551 0.118 -0.629
H -1.567 -0.194 1.872
H -0.079 0.038 1.049
H -1.441 1.850 -0.259
H -1.993 2.106 1.450
H 0.651 2.368 0.052
H 0.676 1.899 1.617
O 4.813 -1.114 0.734
H 4.528 -1.422 -0.117
H 4.717 -0.176 0.511
*
```


No. 3
Computed, not measured: a cluster of 2 separate species, C5H13NO in total at a distorted geometry, with wB97M-V/def2-TZVPD.

Energy above the lowest of the compared OMol25 structures with the same formula, charge and spin   45.48 kcal/mol
E_LUMO   0.729 eV
Strongest force on any atom   5.2 eV/A
Electronic energy   -328.24637 Ha
HOMO-LUMO gap   10.4 eV

Geometry as ORCA input:
```
! RIJCOSX wB97M-V def2-TZVPD def2/J DEFGRID3
* xyz 0 1
C 2.277 -0.358 -0.559
C 1.330 -1.563 -0.100
C 0.692 -1.058 1.201
N 0.098 0.173 1.152
O 0.561 -1.703 2.256
H 2.441 0.450 0.230
H 1.844 0.138 -1.392
H 3.244 -0.842 -0.850
H 0.678 -2.068 -0.859
H 1.837 -2.430 -0.065
H -0.665 0.338 1.793
H 0.155 0.832 0.364
C -2.566 1.143 -1.677
C -1.884 2.659 -1.482
H -2.715 1.039 -2.730
H -2.016 0.257 -1.278
H -3.640 1.011 -1.371
H -1.682 2.867 -0.460
H -2.685 3.268 -1.617
H -1.067 2.615 -2.180
*
```


No. 4
Computed, not measured: an isolated molecule of C5H13NO at a distorted geometry, with wB97M-V/def2-TZVPD.

Energy above the lowest of the compared OMol25 structures with the same formula, charge and spin   28.49 kcal/mol
E_LUMO   0.984 eV
Strongest force on any atom   2.2 eV/A
Electronic energy   -328.27344 Ha
HOMO-LUMO gap   9.9 eV

Geometry as ORCA input:
```
! RIJCOSX wB97M-V def2-TZVPD def2/J DEFGRID3
* xyz 0 1
N 1.356 -0.239 -2.604
C 0.160 -0.679 -1.954
C -0.631 0.542 -1.439
C -0.268 0.931 -0.021
C -1.059 0.086 0.989
C -0.456 0.210 2.383
O 0.719 -0.616 2.518
H 2.053 -0.957 -2.719
H 1.799 0.535 -2.126
H -0.382 -1.253 -2.698
H 0.437 -1.227 -1.046
H -0.561 1.239 -2.285
H -1.689 0.264 -1.496
H 0.800 0.868 0.183
H -0.605 1.956 0.153
H -2.084 0.390 1.088
H -0.937 -0.957 0.684
H -0.118 1.219 2.616
H -1.162 -0.067 3.169
H 0.406 -1.497 2.742
*
```